# 1
C6H5N3O2 | wB97M-V/def2-TZVPD

Element x y z (Å)
C (-0.400, 1.812, 1.018)
C (0.993, 1.957, 1.457)
C (1.259, 1.235, 2.699)
C (-1.131, -1.999, -1.478)
C (-0.113, -0.235, -1.985)
C (0.338, -0.611, -0.781)
H (1.667, 1.579, 0.675)
H (1.222, 3.032, 1.604)
H (-1.740, -3.515, -0.614)
H (0.167, 0.614, -2.567)
H (1.053, -0.231, -0.067)
N (-1.495, 1.715, 0.651)
N (1.491, 0.650, 3.684)
N (-1.075, -1.149, -2.436)
O (-1.910, -3.080, -1.424)
O (-0.327, -1.774, -0.436)

- ΔE to the lowest compared entry with this formula, charge and spin (kcal per mole) = 36.6
- SMILES = Oc1ncco1.N#CCC#N
- E_tot (eV) = -14866.3930
- molar mass (g mol⁻¹) = 151.12
- total charge = 0
- spin multiplicity = 1

***

# 2
C11H8N2O2SZn | wB97M-V/def2-TZVPD

Element x y z (Å)
Zn (-0.829, -1.182, 0.480)
S (-0.241, -3.385, 0.328)
C (1.282, -2.602, 0.032)
C (2.545, -3.248, -0.066)
C (3.658, -2.443, -0.330)
C (3.528, -1.091, -0.599)
C (2.266, -0.533, -0.431)
N (1.201, -1.272, -0.056)
H (2.565, -4.294, 0.170)
H (4.709, -2.808, -0.281)
H (4.373, -0.451, -0.876)
H (2.144, 0.551, -0.448)
O (-1.099, 1.671, 3.180)
C (-1.150, 0.886, 2.259)
O (-0.877, -0.372, 2.326)
C (-1.696, 1.385, 0.918)
C (-2.145, 2.672, 0.715)
C (-2.704, 3.040, -0.496)
C (-2.798, 2.141, -1.558)
C (-2.254, 0.860, -1.343)
N (-1.739, 0.518, -0.106)
H (-1.999, 3.530, 1.408)
H (-3.176, 4.065, -0.684)
H (-3.383, 2.336, -2.466)
H (-2.181, 0.029, -2.076)

- E_tot (eV) = -77866.9968
- molar mass (g mol⁻¹) = 297.65
- total charge = 0
- spin multiplicity = 1

***

# 3
C4H12NOS | wB97M-V/def2-TZVPD

Element x y z (Å)
C (0.449, 0.006, 2.349)
C (-0.565, -1.034, 2.808)
S (-1.942, -1.098, 1.593)
H (0.254, 1.030, 2.685)
H (0.350, 0.124, 1.240)
H (1.476, -0.227, 2.617)
H (-0.106, -2.022, 2.800)
H (-0.934, -0.869, 3.826)
H (-2.988, -1.071, 2.407)
C (1.492, 0.383, -1.612)
O (1.266, 0.542, -0.290)
C (0.423, 1.082, -2.492)
N (0.862, 1.210, -3.899)
H (2.449, 0.854, -1.949)
H (1.555, -0.695, -1.944)
H (-0.525, 0.545, -2.353)
H (0.315, 2.087, -2.081)
H (1.107, 0.312, -4.289)
H (0.104, 1.617, -4.427)

- ΔE to the lowest compared entry with this formula, charge and spin (kcal per mole) = 51.0
- E_tot (eV) = -18714.5443
- molar mass (g mol⁻¹) = 122.21
- total charge = -1
- spin multiplicity = 1

***

# 4
C14H15BrO2 | wB97M-V/def2-TZVPD

Element x y z (Å)
Br (-5.420, -1.619, 0.310)
C (-3.883, -0.703, -0.430)
C (-3.645, 0.600, 0.311)
O (-2.526, 1.210, -0.281)
C (-2.125, 2.400, 0.359)
C (-0.825, 2.913, -0.272)
O (0.331, 2.391, 0.334)
C (0.798, 1.142, 0.020)
C (1.910, 0.734, 0.723)
C (2.505, -0.516, 0.485)
C (3.646, -0.953, 1.193)
C (4.202, -2.174, 0.936)
C (3.646, -3.019, -0.039)
C (2.541, -2.626, -0.741)
C (1.944, -1.371, -0.501)
C (0.806, -0.928, -1.202)
C (0.243, 0.294, -0.956)
H (-0.638, 0.592, -1.499)
H (0.374, -1.576, -1.952)
H (2.108, -3.272, -1.492)
H (4.100, -3.981, -0.228)
H (5.076, -2.500, 1.481)
H (4.072, -0.300, 1.941)
H (2.328, 1.395, 1.467)
H (-0.844, 2.725, -1.351)
H (-0.756, 3.991, -0.101)
H (-1.957, 2.221, 1.431)
H (-2.912, 3.162, 0.252)
H (-3.457, 0.403, 1.378)
H (-4.528, 1.255, 0.236)
H (-3.025, -1.366, -0.330)
H (-4.090, -0.520, -1.483)

- ΔE to the lowest compared entry with this formula, charge and spin (kcal per mole) = 0.0
- SMILES = BrCCOCCOc1ccc2ccccc2c1
- E_tot (eV) = -88898.4674
- molar mass (g mol⁻¹) = 295.18
- total charge = 0
- spin multiplicity = 1

***

# 5
C6H12Cl2S2 | wB97M-V/def2-TZVPD

Element x y z (Å)
C (-2.969, -1.264, 0.634)
C (-1.950, -2.323, 0.970)
C (-0.528, -1.823, 1.021)
C (0.985, 1.581, 0.186)
C (2.330, 1.508, -0.585)
C (2.314, 2.254, -1.891)
H (-2.927, -0.521, 1.433)
H (-2.804, -0.773, -0.334)
H (-2.149, -2.632, 2.010)
H (-2.030, -3.227, 0.352)
H (0.079, -2.703, 1.258)
H (-0.394, -1.079, 1.803)
H (1.084, 1.137, 1.174)
H (0.644, 2.619, 0.298)
H (2.563, 0.465, -0.822)
H (3.122, 1.898, 0.065)
H (1.589, 1.773, -2.547)
H (2.100, 3.327, -1.830)
S (0.149, -1.222, -0.608)
S (-0.418, 0.774, -0.615)
Cl (-4.680, -1.918, 0.754)
Cl (3.890, 2.150, -2.728)

- ΔE to the lowest compared entry with this formula, charge and spin (kcal per mole) = 0.0
- SMILES = ClCCCSSCCCCl
- E_tot (eV) = -53132.5738
- molar mass (g mol⁻¹) = 219.20
- total charge = 0
- spin multiplicity = 1

***

# 6
C3H5NO2 | wB97M-V/def2-TZVPD

Element x y z (Å)
N (1.454, 0.459, 0.572)
C (1.318, -0.030, -0.583)
O (0.225, -0.740, -0.930)
C (-0.769, -0.802, 0.094)
C (-1.400, 0.574, 0.251)
O (-1.561, 1.145, 1.296)
H (2.318, 0.979, 0.678)
H (1.997, 0.039, -1.438)
H (-0.346, -1.135, 1.045)
H (-1.515, -1.515, -0.272)
H (-1.721, 1.024, -0.713)

- ΔE to the lowest compared entry with this formula, charge and spin (kcal per mole) = 39.4
- SMILES = [H]/N=C/OCC=O
- E_tot (eV) = -8775.9871
- molar mass (g mol⁻¹) = 87.08
- total charge = 0
- spin multiplicity = 1

***

# 7
C27H46F3N2O3PS2 | wB97M-V/def2-TZVPD

Element x y z (Å)
C (-0.647, -3.294, -0.570)
C (-0.181, -2.318, -1.747)
C (-1.387, -1.516, -2.433)
C (-2.105, -0.622, -1.312)
C (-2.441, 0.860, -1.799)
P (-3.206, 1.930, -0.408)
C (-2.699, 3.696, -0.840)
C (-2.559, 4.678, 0.411)
C (-1.104, 5.369, 0.333)
C (0.040, 4.382, 0.902)
N (1.335, 5.056, 0.672)
C (1.833, 4.970, -0.718)
C (2.719, 3.701, -1.083)
C (1.953, 2.308, -1.076)
C (2.915, 1.045, -1.376)
C (2.338, 4.797, 1.697)
S (2.999, 6.150, 2.456)
S (2.953, 3.167, 2.280)
C (1.576, 2.042, 2.787)
C (2.138, 0.532, 2.586)
C (1.961, -0.383, 3.878)
C (-2.459, 1.381, 1.257)
C (-3.394, 1.780, 2.499)
O (-3.471, 0.765, 3.519)
C (-2.177, 0.560, 4.106)
C (-1.764, -0.970, 3.805)
F (-1.413, -1.655, 4.967)
F (-2.914, -1.630, 3.321)
F (-0.823, -1.082, 2.785)
H (-1.606, -2.968, -0.059)
H (-0.761, -4.370, -0.898)
H (0.185, -3.275, 0.214)
H (0.373, -2.972, -2.507)
H (0.599, -1.593, -1.345)
H (-0.991, -0.823, -3.246)
H (-2.115, -2.229, -2.926)
H (-1.358, -0.519, -0.458)
H (-3.005, -1.165, -0.866)
H (-1.458, 1.363, -2.079)
H (-3.083, 0.863, -2.734)
H (-3.430, 4.104, -1.614)
H (-1.689, 3.633, -1.384)
H (-3.377, 5.456, 0.345)
H (-2.610, 4.174, 1.422)
H (-0.944, 5.589, -0.779)
H (-1.072, 6.384, 0.847)
H (-0.206, 4.256, 2.007)
H (-0.109, 3.404, 0.350)
H (2.497, 5.888, -0.892)
H (1.017, 5.042, -1.510)
H (3.099, 3.857, -2.153)
H (3.652, 3.599, -0.443)
H (1.049, 2.275, -1.766)
H (1.585, 2.142, -0.003)
H (2.298, 0.129, -1.084)
H (3.178, 1.061, -2.473)
H (3.797, 1.152, -0.678)
H (0.641, 2.103, 2.159)
H (1.387, 2.164, 3.903)
H (1.718, 0.034, 1.661)
H (3.267, 0.618, 2.406)
H (1.102, -1.117, 3.728)
H (1.772, 0.205, 4.825)
H (2.879, -1.039, 4.064)
H (-1.404, 1.815, 1.386)
H (-2.343, 0.255, 1.285)
H (-2.897, 2.695, 2.985)
H (-4.397, 2.140, 2.120)
H (-1.390, 1.295, 3.759)
H (-2.295, 0.713, 5.229)
C (-0.311, -8.311, -3.720)
C (0.982, -8.790, -3.909)
C (2.071, -8.043, -3.477)
C (1.853, -6.818, -2.853)
C (0.564, -6.329, -2.667)
C (-0.520, -7.081, -3.104)
N (2.996, -6.038, -2.374)
O (4.112, -6.487, -2.570)
O (2.766, -4.986, -1.803)
H (-1.159, -8.900, -4.053)
H (1.139, -9.748, -4.390)
H (3.073, -8.426, -3.630)
H (0.390, -5.375, -2.186)
H (-1.529, -6.711, -2.961)

- ΔE to the lowest compared entry with this formula, charge and spin (kcal per mole) = 97.6
- SMILES = CCCCCP(CCCCN(CCCC)C(=S)SCCC)CCOCC(F)(F)F.O=[N+]([O-])c1ccccc1
- E_tot (eV) = -76971.9228
- molar mass (g mol⁻¹) = 598.78
- total charge = 0
- spin multiplicity = 1

***

# 8
C13H8ClNO4Re | wB97M-V/def2-TZVPD

Element x y z (Å)
Re (1.262, -0.404, 0.013)
O (4.922, 1.166, -0.001)
C (3.761, 1.089, 0.003)
O (3.053, -0.171, 0.007)
C (2.716, 2.156, 0.001)
C (3.016, 3.492, -0.005)
C (1.955, 4.399, -0.006)
C (0.655, 3.923, -0.002)
C (0.426, 2.559, 0.003)
N (1.445, 1.682, 0.005)
H (4.051, 3.807, -0.008)
H (2.150, 5.463, -0.011)
H (-0.189, 4.599, -0.003)
H (-0.573, 2.147, 0.006)
Cl (-4.733, -4.587, -0.011)
C (-3.509, -3.397, -0.005)
C (-3.853, -2.044, 0.000)
C (-2.882, -1.043, 0.006)
C (-1.564, -1.421, 0.005)
O (-0.557, -0.481, 0.010)
C (-1.178, -2.780, 0.000)
C (0.176, -3.182, -0.001)
O (1.155, -2.374, 0.003)
C (-2.177, -3.770, -0.005)
H (-4.900, -1.770, 0.001)
H (-3.160, 0.001, 0.010)
H (0.438, -4.240, -0.006)
H (-1.903, -4.818, -0.009)

- <S²> = 0.941
- ΔE to the lowest compared entry with this formula, charge and spin (kcal per mole) = 0.0
- E_tot (eV) = -37925.5403
- molar mass (g mol⁻¹) = 463.87
- total charge = +2
- spin multiplicity = 2

***

# 9
C3H4N2O | wB97M-V/def2-TZVPD

Element x y z (Å)
C (-0.502, 0.827, -0.505)
C (1.644, 0.020, 0.545)
C (-1.417, -0.182, -0.188)
N (0.898, 0.868, -0.243)
N (1.964, -0.462, -0.540)
O (-1.265, -1.385, 0.328)
H (-0.700, 1.641, -1.057)
H (2.094, 0.151, 1.592)
H (-0.265, -1.632, 0.512)
H (-2.451, 0.153, -0.444)

- ΔE to the lowest compared entry with this formula, charge and spin (kcal per mole) = 126.9
- SMILES = O/C=C\N1C=N1
- E_tot (eV) = -8198.3839
- molar mass (g mol⁻¹) = 84.08
- total charge = 0
- spin multiplicity = 1

***

# 10
C31H37F8N6O | wB97M-V/def2-TZVPD

Element x y z (Å)
F (3.014, -2.864, -1.304)
C (1.757, -2.638, -0.743)
F (1.665, -3.150, 0.579)
C (1.371, -1.083, -0.650)
F (2.524, -0.383, -1.069)
F (1.195, -0.721, 0.691)
C (0.164, -0.652, -1.586)
F (0.058, -1.421, -2.758)
F (0.414, 0.669, -2.017)
C (-1.256, -0.628, -0.876)
F (-2.212, -0.264, -1.854)
F (-1.346, 0.387, 0.100)
C (-1.729, -2.040, -0.294)
O (-2.876, -2.513, -1.033)
C (-2.878, -3.975, -1.026)
C (-1.885, -4.459, -2.177)
N (-1.352, -5.836, -2.008)
C (-0.629, -6.259, -3.223)
C (0.941, -6.451, -3.089)
N (1.126, -7.490, -1.991)
C (0.726, -6.814, -0.719)
C (-0.670, -6.067, -0.721)
H (1.001, -3.222, -1.366)
H (-1.977, -1.858, 0.809)
H (-0.891, -2.816, -0.287)
H (-2.580, -4.286, 0.023)
H (-3.944, -4.290, -1.266)
H (-2.502, -4.471, -3.141)
H (-1.075, -3.667, -2.355)
H (-0.790, -5.446, -4.013)
H (-1.058, -7.210, -3.680)
H (1.441, -6.859, -4.026)
H (1.500, -5.491, -2.823)
H (0.540, -8.324, -2.196)
H (2.095, -7.841, -1.939)
H (1.537, -6.050, -0.457)
H (0.735, -7.568, 0.134)
H (-1.382, -6.666, -0.052)
H (-0.524, -5.073, -0.166)
N (3.291, 1.180, 3.913)
C (3.020, 2.276, 4.637)
C (1.804, 2.939, 4.607)
C (0.809, 2.446, 3.778)
C (1.062, 1.315, 3.016)
C (2.311, 0.722, 3.120)
H (3.831, 2.625, 5.267)
H (1.640, 3.819, 5.216)
H (-0.156, 2.937, 3.725)
H (0.308, 0.903, 2.358)
H (2.557, -0.165, 2.548)
N (-2.423, 1.121, 6.486)
C (-3.226, 1.820, 7.302)
C (-2.780, 2.814, 8.157)
C (-1.424, 3.104, 8.176)
C (-0.571, 2.395, 7.343)
C (-1.117, 1.422, 6.522)
H (-4.277, 1.555, 7.253)
H (-3.476, 3.348, 8.792)
H (-1.036, 3.875, 8.832)
H (0.493, 2.594, 7.331)
H (-0.491, 0.843, 5.850)
N (-3.248, 3.272, -5.045)
C (-2.507, 2.471, -4.267)
C (-1.169, 2.693, -3.983)
C (-0.557, 3.807, -4.538)
C (-1.300, 4.652, -5.349)
C (-2.633, 4.343, -5.569)
H (-3.029, 1.611, -3.858)
H (-0.620, 2.014, -3.345)
H (0.488, 4.015, -4.341)
H (-0.855, 5.530, -5.799)
H (-3.257, 4.974, -6.192)
N (1.380, 6.683, -2.622)
C (1.425, 5.567, -1.881)
C (2.429, 5.286, -0.968)
C (3.450, 6.211, -0.812)
C (3.429, 7.374, -1.567)
C (2.378, 7.562, -2.450)
H (0.606, 4.873, -2.041)
H (2.412, 4.368, -0.394)
H (4.255, 6.027, -0.108)
H (4.210, 8.117, -1.472)
H (2.315, 8.457, -3.060)

- ΔE to the lowest compared entry with this formula, charge and spin (kcal per mole) = 51.9
- E_tot (eV) = -65464.3533
- molar mass (g mol⁻¹) = 661.66
- total charge = +1
- spin multiplicity = 1

***

# 11
C59H47LaN3O4P2S3 | wB97M-V/def2-TZVPD

Element x y z (Å)
La (0.882, 0.335, -0.615)
C (2.436, -1.299, -3.491)
C (0.946, -1.202, -3.381)
N (0.370, -1.913, -2.476)
N (-0.960, -2.264, -2.669)
C (-1.959, -2.227, -1.911)
S (-2.615, -1.524, -0.436)
S (-3.336, -3.344, -2.312)
C (-2.452, -4.931, -2.331)
C (-2.897, -5.855, -1.230)
C (-2.230, -5.857, -0.009)
C (-2.650, -6.683, 1.022)
C (-3.745, -7.518, 0.847)
C (-4.417, -7.519, -0.368)
C (-3.994, -6.692, -1.399)
C (0.189, -0.314, -4.290)
C (0.245, -0.439, -5.673)
C (-0.539, 0.366, -6.485)
C (-1.369, 1.313, -5.889)
C (-1.402, 1.478, -4.515)
C (-0.610, 0.676, -3.684)
O (-0.572, 0.857, -2.378)
H (2.850, -1.923, -2.702)
H (2.905, -0.315, -3.476)
H (2.643, -1.757, -4.465)
H (-1.394, -4.686, -2.250)
H (-2.614, -5.385, -3.308)
H (-1.376, -5.208, 0.137)
H (-2.116, -6.671, 1.965)
H (-4.071, -8.162, 1.654)
H (-5.274, -8.166, -0.512)
H (-4.522, -6.694, -2.346)
H (0.893, -1.190, -6.111)
H (-0.515, 0.252, -7.561)
H (-2.001, 1.941, -6.506)
H (-2.030, 2.228, -4.051)
O (1.359, 0.378, 4.715)
C (1.242, -0.755, 5.488)
C (1.326, -0.766, 6.876)
C (1.192, -1.972, 7.551)
C (0.954, -3.150, 6.863)
C (0.796, -3.101, 5.486)
C (0.929, -1.918, 4.770)
P (0.427, -1.728, 3.001)
C (1.134, -3.243, 2.246)
C (2.292, -3.860, 2.705)
C (2.903, -4.862, 1.964)
C (2.378, -5.251, 0.742)
C (1.234, -4.630, 0.263)
C (0.619, -3.639, 1.010)
C (-1.345, -2.178, 3.158)
C (-2.206, -1.119, 3.446)
C (-3.573, -1.323, 3.555)
C (-4.102, -2.593, 3.361)
C (-3.256, -3.653, 3.076)
C (-1.885, -3.446, 2.984)
C (1.818, 1.632, 5.026)
C (2.587, 1.937, 6.147)
C (2.986, 3.249, 6.359)
C (2.646, 4.248, 5.460)
C (1.963, 3.909, 4.304)
C (1.551, 2.605, 4.057)
P (0.931, 2.074, 2.390)
C (-0.321, 3.339, 1.952)
C (-0.604, 3.579, 0.601)
C (-1.598, 4.466, 0.225)
C (-2.358, 5.112, 1.193)
C (-2.115, 4.854, 2.532)
C (-1.107, 3.974, 2.907)
C (2.430, 2.689, 1.508)
C (2.592, 3.970, 0.982)
C (3.816, 4.355, 0.464)
C (4.886, 3.467, 0.467)
C (4.731, 2.192, 0.981)
C (3.503, 1.803, 1.500)
H (1.446, 0.145, 7.437)
H (1.262, -1.979, 8.632)
H (0.851, -4.088, 7.392)
H (0.542, -4.004, 4.941)
H (2.748, -3.546, 3.637)
H (3.810, -5.321, 2.337)
H (2.871, -6.015, 0.155)
H (0.833, -4.892, -0.708)
H (-0.266, -3.150, 0.618)
H (-1.803, -0.118, 3.551)
H (-4.225, -0.485, 3.767)
H (-5.171, -2.753, 3.425)
H (-3.661, -4.643, 2.905)
H (-1.234, -4.282, 2.758)
H (2.915, 1.165, 6.822)
H (3.581, 3.481, 7.233)
H (2.952, 5.272, 5.631)
H (1.763, 4.668, 3.557)
H (-0.059, 3.115, -0.224)
H (-1.774, 4.642, -0.829)
H (-3.135, 5.806, 0.899)
H (-2.709, 5.340, 3.296)
H (-0.928, 3.789, 3.960)
H (1.761, 4.663, 0.959)
H (3.930, 5.344, 0.039)
H (5.835, 3.766, 0.041)
H (5.545, 1.479, 0.951)
H (3.392, 0.798, 1.897)
N (3.762, -1.910, 0.052)
C (2.820, -1.246, -0.073)
O (-0.744, -0.285, 0.815)
O (-1.864, -0.125, -0.108)
S (2.826, 2.046, -2.003)
C (2.253, 3.475, -2.876)
C (3.171, 4.385, -3.409)
C (2.758, 5.529, -4.077)
C (1.407, 5.803, -4.239)
C (0.481, 4.905, -3.723)
C (0.894, 3.765, -3.050)
H (4.228, 4.179, -3.289)
H (3.502, 6.210, -4.475)
H (1.081, 6.696, -4.757)
H (-0.581, 5.085, -3.850)
H (0.156, 3.072, -2.665)

- E_tot (eV) = -126549.8418
- molar mass (g mol⁻¹) = 1159.10
- total charge = -1
- spin multiplicity = 1